Entry 1:
14
Properties=species:S:1:pos:R:3 method="wB97M-V/def2-TZVPD" charge=+2 largest_force_ev_per_a=12.6 lumo_energy_ha="-0.4251 / -0.4254" s_squared=2.003 total_energy_ha=-500.05364 homo_energy_ev="-18.1 / -18.2" spin_multiplicity=3
H 2.9406 2.6244 0.3714
O -0.1199 0.5800 -0.4174
Pt 2.9032 1.0732 0.3961
O 1.8072 -0.2329 0.3068
C 0.6459 -0.3252 0.0065
O -0.0424 -1.5582 0.2515
C 0.5855 -2.5801 0.6115
C -1.5362 0.5917 -0.4606
C -2.1051 1.7689 -0.6520
H -0.0005 -3.5049 0.6540
H 1.6662 -2.5286 0.8020
H -3.1922 1.8272 -0.6249
H -2.0124 -0.3497 -0.2007
H -1.5401 2.6142 -1.0442

=====

Entry 2:
108
Properties=species:S:1:pos:R:3 method="wB97M-V/def2-TZVPD" charge=-1 largest_force_ev_per_a=5.4 lumo_energy_ha=-0.0061 total_energy_ha=-6430.63455 homo_energy_ev=-3.0 spin_multiplicity=1
Ti 0.7032 -1.0484 3.1914
Ti -0.7889 1.7628 -1.6068
S 2.6741 -1.4170 4.8398
O 2.6362 -1.4742 6.3140
O 1.8005 -2.4565 4.1252
O 1.9201 -0.1674 4.3885
O 4.0078 -1.4260 4.3107
S -2.4665 3.0168 -3.3823
O -2.6514 2.5034 -4.7351
O -1.0662 3.3453 -3.1374
O -3.2762 4.1929 -3.2228
O -2.9572 1.9921 -2.3637
S -0.1440 0.1800 0.7274
O 1.0242 0.8720 0.1231
O -1.4453 0.7165 0.2541
O -0.1700 -1.2757 0.4773
O 0.0357 0.4309 2.1690
C -2.7647 -2.4164 4.3614
C -1.4538 -1.8653 3.9863
O -0.8537 -0.8544 4.4295
O -0.9132 -2.4225 2.9879
H -2.8689 -3.4061 3.8915
H -3.5747 -1.9263 3.7866
H -2.9306 -2.2874 5.4368
C -0.4954 -4.8743 0.2242
O 0.6035 -5.6785 0.6944
C 1.4350 -4.9010 1.5279
O 1.2954 -3.7106 1.6529
O 2.3707 -5.7046 2.1160
C 3.3855 -4.8458 2.7436
H -0.2372 -3.8019 0.1975
H -1.3902 -4.9769 0.8605
H -0.7072 -5.2164 -0.7758
H 3.8535 -4.2235 1.9943
H 4.0771 -5.5938 3.1586
H 2.9589 -4.2708 3.5280
C 1.0383 3.6739 1.9637
O 1.1606 4.8112 1.0655
C 1.2848 4.4716 -0.2487
O 1.1213 3.3906 -0.6772
O 1.5859 5.6056 -0.9727
C 1.5748 5.2876 -2.3534
H 0.7558 2.8802 1.3127
H 0.2535 3.9371 2.6364
H 1.9537 3.3912 2.4759
H 1.4782 6.1934 -2.9704
H 0.6935 4.6620 -2.5021
H 2.5041 4.7607 -2.6736
C -5.2691 -5.8462 -0.6207
O -4.9757 -4.8926 0.3612
C -4.3797 -3.7951 -0.1735
O -4.2096 -3.5676 -1.3817
O -3.9971 -2.9769 0.9283
C -3.1798 -1.8252 0.4020
H -5.9948 -5.4554 -1.2902
H -5.6502 -6.7369 -0.0940
H -4.3879 -6.1004 -1.1893
H -2.9924 -1.1547 1.2323
H -3.7206 -1.3488 -0.4055
H -2.2329 -2.2645 0.1150
C 3.5753 1.5172 -1.9935
O 3.4727 1.9488 -3.3128
C 2.1544 1.9992 -3.6767
O 1.2309 1.6359 -2.9871
O 2.0641 2.4964 -4.9623
C 0.6613 2.3721 -5.4629
H 3.0790 2.1857 -1.2969
H 4.6405 1.4831 -1.7358
H 3.0929 0.5579 -1.8339
H 0.2756 1.3599 -5.4842
H 0.7874 2.7516 -6.4532
H 0.0245 3.0329 -4.8859
C -2.4882 2.6939 2.2632
O -3.1300 3.8915 1.8191
C -2.4858 4.4390 0.7176
O -1.5106 3.9189 0.1736
O -3.1300 5.6076 0.3375
C -2.5498 6.0868 -0.8398
H -1.5487 2.9568 2.7549
H -2.3802 2.0379 1.3940
H -3.1284 2.2152 3.0171
H -2.7079 5.4173 -1.6911
H -1.4897 6.3039 -0.6738
H -3.1335 6.9700 -1.0933
C 5.7636 -1.8242 0.7875
O 4.3953 -1.9116 1.1817
C 3.6262 -0.9418 1.5880
O 2.4470 -1.2367 1.8065
O 4.1976 0.2104 1.5800
C 3.4437 1.3871 2.1090
H 6.1465 -2.8011 0.6123
H 6.4128 -1.4057 1.5674
H 5.9390 -1.2512 -0.1175
H 3.8978 2.3793 1.9919
H 3.2567 1.0260 3.1334
H 2.4772 1.2509 1.6594
C -3.2428 -0.6240 -3.8454
O -2.2133 -1.6846 -3.7146
C -1.0930 -1.2979 -3.1160
O -0.8988 -0.1852 -2.6131
O -0.2371 -2.2852 -3.0387
C 0.9269 -1.8799 -2.2167
H -3.9323 -1.0331 -4.5747
H -2.7735 0.2914 -4.1810
H -3.6765 -0.4831 -2.8635
H 1.5867 -2.7260 -2.2592
H 0.6946 -1.7094 -1.1515
H 1.4387 -1.0153 -2.6331

=====

Entry 3:
41
Properties=species:S:1:pos:R:3 method="wB97M-V/def2-TZVPD" charge=-1 largest_force_ev_per_a=0.7 lumo_energy_ha="0.0861 / 0.0860" s_squared=1.030 total_energy_ha=-2887.10491 homo_energy_ev="-5.9 / -5.9" spin_multiplicity=2
Fe -0.2361 -0.3682 -0.1849
N 0.1961 0.2098 1.7456
C 1.1693 -0.7072 2.3326
C 0.9214 -2.1048 1.7474
O 1.3059 -3.1261 2.3090
N 0.3117 -2.0144 0.5505
C -0.0831 -3.1833 -0.2059
C -1.2194 -2.7554 -1.1443
O -1.9091 -3.5867 -1.7025
O -1.3347 -1.4612 -1.2887
H 0.4649 1.1902 1.8014
H -0.7198 0.0729 2.1582
H 1.1356 -0.7551 3.4221
H 2.1643 -0.3773 2.0327
H -0.3550 -4.0250 0.4294
H 0.7381 -3.5224 -0.8522
C 4.6055 -1.1473 -0.7373
N 4.3713 0.2710 -0.5531
C 5.3317 0.8998 0.3458
C 3.0443 0.6934 -0.5149
N 2.0378 -0.0961 -0.5535
N 2.9346 2.0726 -0.5570
C 1.7161 2.7718 -0.3494
N 1.3018 3.4663 -1.4696
N 1.1878 2.7840 0.8015
H 5.6663 -1.2985 -0.9338
H 4.0435 -1.5152 -1.5947
H 4.3347 -1.7406 0.1466
H 6.3175 0.9170 -0.1214
H 5.4074 0.3463 1.2900
H 5.0269 1.9167 0.5703
H 2.3192 -1.0631 -0.4386
H 3.5498 2.5016 -1.2315
H 1.3932 2.8972 -2.3022
H 0.3188 3.7287 -1.3675
H 0.2678 3.2244 0.7246
O -2.7597 1.5291 -1.9600
S -1.6743 1.6455 -1.0326
O -1.4265 3.0249 -0.5985
O -0.3707 1.0311 -1.5506
O -1.8290 0.7402 0.1968